# 1
The following is a quantum chemistry calculation of a 2-piece molecular cluster, C2H7OS overall at a distorted geometry, from the Open Molecules 2025 dataset.

## Properties
LUMO level, eV: 3.984
Net charge: -1
Energy relative to the best compared isomer or geometry (same formula, charge and spin), kcal per mole: 63.0
Frontier orbital gap, hartree: 0.166
Electronic energy, eV: -15068.675
Strongest force on any atom, hartree/bohr: 0.0322

```
11
Properties=species:S:1:pos:R:3:lowdin_charge:R:1
O -2.217 -1.552 0.659 -0.1494
H -2.607 -0.708 0.893 -0.0008
C -0.479 0.715 -1.138 -0.6084
S 0.773 -0.503 -0.756 0.5192
C 1.723 0.205 0.614 -0.4800
H -0.287 1.738 -0.880 -0.1240
H -1.043 0.437 -2.021 -0.1092
H -1.533 -1.298 0.016 -0.0594
H 1.202 -0.100 1.529 0.0118
H 1.767 1.282 0.541 0.0118
H 2.700 -0.216 0.543 -0.0115
```

---

# 2
The following is a quantum chemistry calculation of a 2-piece molecular cluster, CH4FN overall at a distorted geometry, from the Open Molecules 2025 dataset.

## Properties
LUMO level, eV: 0.600
Energy relative to the best compared isomer or geometry (same formula, charge and spin), kcal per mole: 19.2
SMILES: C=N.F
Frontier orbital gap, hartree: 0.423
Electronic energy, eV: -5308.278
Strongest force on any atom, hartree/bohr: 0.0729

```
7
Properties=species:S:1:pos:R:3:lowdin_charge:R:1
C -0.930 0.427 -0.065 -0.1090
N -0.213 -0.628 -0.171 0.0145
H -0.638 1.473 -0.188 0.0573
H -2.070 0.440 0.353 0.1088
H -0.724 -1.469 -0.186 0.0311
F 2.782 0.019 0.085 -0.2009
H 1.793 -0.262 0.172 0.0982
```

---

# 3
The following is a quantum chemistry calculation of a 3-piece molecular cluster, C3H6N2O2 overall at a distorted geometry, from the Open Molecules 2025 dataset.

## Properties
LUMO level, eV: 0.276
Energy relative to the best compared isomer or geometry (same formula, charge and spin), kcal per mole: 57.1
SMILES: O=C=O.CC#N.N
Frontier orbital gap, hartree: 0.387
Electronic energy, eV: -10282.320
Strongest force on any atom, hartree/bohr: 0.0954

```
13
Properties=species:S:1:pos:R:3:lowdin_charge:R:1
O 3.196 1.133 -0.746 0.2089
C 3.897 0.515 -0.078 -0.4620
O 4.567 -0.177 0.526 0.2345
C 1.109 -1.339 1.040 0.0071
C 2.090 -2.826 1.083 -0.1833
N 2.808 -3.762 1.075 0.0538
H 1.662 -0.542 0.552 0.0156
H 0.751 -1.155 2.071 0.0544
H 0.162 -1.770 0.578 0.0709
N -1.015 3.168 -3.981 0.0605
H -0.525 3.519 -3.263 -0.0469
H -1.847 2.842 -3.665 -0.0357
H -1.156 3.962 -4.592 0.0223
```

---

# 4
The following is a quantum chemistry calculation of one molecule with the formula C5H9N3 at a distorted geometry, from the Open Molecules 2025 dataset.

## Properties
LUMO level, eV: 0.968
Energy relative to the best compared isomer or geometry (same formula, charge and spin), kcal per mole: 68.8
SMILES: C=C=C(N)[C@@H](N)N=C
Frontier orbital gap, hartree: 0.320
Electronic energy, eV: -9798.482
Strongest force on any atom, hartree/bohr: 0.0310

```
17
Properties=species:S:1:pos:R:3:lowdin_charge:R:1
C -2.003 -1.880 0.260 -0.0059
C -0.950 -1.190 -0.096 -0.0829
C 0.157 -0.742 -0.656 -0.3171
N 0.474 -0.778 -2.009 0.0915
C 0.976 0.190 0.223 -0.4009
N 1.457 1.316 -0.544 0.0507
N 0.061 0.395 1.331 -0.0061
C -0.302 1.529 1.740 -0.0353
H -2.981 -1.432 0.350 0.0437
H -1.924 -2.919 0.553 0.0474
H 0.072 -1.556 -2.512 0.0937
H 1.397 -0.429 -2.220 0.0784
H 1.849 -0.342 0.633 0.1507
H 2.015 1.940 0.029 0.0753
H 0.689 1.836 -0.953 0.0848
H -0.983 1.580 2.579 0.0659
H -0.004 2.483 1.292 0.0663
```

---

# 5
The following is a quantum chemistry calculation of a 2-piece molecular cluster, C19H20N3O6 overall at a distorted geometry, from the Open Molecules 2025 dataset.

## Properties
LUMO level, eV: 1.812
Net charge: -1
Energy relative to the best compared isomer or geometry (same formula, charge and spin), kcal per mole: 16.0
Frontier orbital gap, hartree: 0.190
Electronic energy, eV: -36784.633
Strongest force on any atom, hartree/bohr: 0.0579

```
48
Properties=species:S:1:pos:R:3:lowdin_charge:R:1
C -4.459 0.648 -2.945 -0.0952
C -3.131 0.975 -3.580 -0.2671
O -2.101 0.573 -2.653 -0.0541
C -0.853 0.928 -3.107 -0.5721
C 0.186 0.483 -2.233 -0.1185
C 1.473 0.735 -2.614 -0.3682
N 2.605 0.909 -2.884 0.0666
O -0.673 1.542 -4.156 0.0055
H -5.268 0.909 -3.631 0.0660
H -4.525 -0.425 -2.726 0.0734
H -4.576 1.234 -2.026 0.0721
H -3.027 0.431 -4.531 0.1199
H -3.049 2.053 -3.781 0.1188
H -0.061 -0.164 -1.407 0.0495
C 4.856 -4.229 -0.314 -0.0660
O 5.208 -2.963 0.286 -0.0920
C 4.280 -1.974 0.309 -0.2571
C 4.651 -0.745 0.917 -0.0101
C 3.721 0.243 1.114 -0.0179
C 2.364 0.078 0.708 -0.1942
C 1.389 1.120 0.957 0.0764
C 0.118 0.983 1.419 -0.0336
C -0.679 2.224 1.517 -0.3552
O -0.259 3.346 1.247 0.0730
N -1.999 2.099 1.968 0.0193
C -2.777 3.316 2.046 -0.0174
C -2.609 0.899 2.335 -0.4065
O -3.781 0.825 2.703 0.0603
N -1.816 -0.249 2.272 0.0185
C -2.500 -1.438 2.734 -0.0221
C -0.439 -0.271 1.969 -0.3272
O 0.197 -1.298 2.193 0.0769
C 2.044 -1.118 0.030 -0.0361
C 2.965 -2.111 -0.194 0.0027
H 5.775 -4.806 -0.243 0.0849
H 4.054 -4.718 0.248 0.0925
H 4.567 -4.100 -1.364 0.0944
H 5.678 -0.649 1.265 0.1128
H 3.989 1.183 1.605 0.1181
H 1.736 2.153 0.851 0.1423
H -3.762 3.015 2.379 0.0803
H -2.322 4.021 2.743 0.0959
H -2.821 3.787 1.064 0.1002
H -1.836 -2.284 2.613 0.0846
H -2.788 -1.320 3.783 0.0978
H -3.416 -1.561 2.154 0.0958
H 1.032 -1.272 -0.329 0.1018
H 2.641 -3.016 -0.712 0.1101
```

---

# 6
The following is a quantum chemistry calculation of one molecule with the formula C12H16N3P, from the Open Molecules 2025 dataset.

## Properties
LUMO level, eV: -0.335
SMILES: CP(C)c1cnc2cccc(CCN)c2n1
Frontier orbital gap, hartree: 0.308
Electronic energy, eV: -26462.775
Strongest force on any atom, hartree/bohr: 0.0098

```
32
Properties=species:S:1:pos:R:3:lowdin_charge:R:1
C -3.187 0.724 -0.426 -0.2974
P -3.032 -1.081 -0.140 0.8913
C -2.785 -1.702 -1.850 -0.3122
C -1.316 -1.213 0.498 -0.4320
C -1.062 -2.211 1.486 -0.1414
N 0.106 -2.398 2.026 0.1318
C 1.105 -1.580 1.601 -0.2131
C 2.392 -1.717 2.155 -0.0258
C 3.394 -0.898 1.747 -0.0662
C 3.164 0.087 0.759 -0.0298
C 1.941 0.253 0.189 -0.1817
C 1.686 1.307 -0.850 -0.1441
C 0.895 2.516 -0.286 -0.2690
N -0.174 3.021 -1.146 -0.0083
C 0.873 -0.585 0.622 -0.1559
N -0.363 -0.419 0.075 0.1477
H -3.635 0.869 -1.411 0.0372
H -2.236 1.251 -0.393 0.0017
H -3.860 1.127 0.327 0.0242
H -3.760 -1.900 -2.290 0.0259
H -2.198 -2.619 -1.819 0.0333
H -2.250 -0.974 -2.466 0.0360
H -1.884 -2.837 1.816 0.0946
H 2.550 -2.476 2.910 0.1136
H 4.377 -1.015 2.184 0.1049
H 3.990 0.717 0.453 0.1136
H 1.128 0.889 -1.688 0.1069
H 2.655 1.643 -1.225 0.1067
H 0.445 2.232 0.665 0.1039
H 1.581 3.342 -0.099 0.1076
H 0.219 3.402 -1.999 0.0632
H -0.761 2.244 -1.425 0.0330
```

---

# 7
The following is a quantum chemistry calculation of one molecule with the formula C5H7NO at a distorted geometry, from the Open Molecules 2025 dataset.

## Properties
LUMO level, eV: 0.829
Energy relative to the best compared isomer or geometry (same formula, charge and spin), kcal per mole: 108.2
SMILES: OCC#C[C@H]1CN1
Frontier orbital gap, hartree: 0.370
Electronic energy, eV: -8831.512
Strongest force on any atom, hartree/bohr: 0.0207

```
14
Properties=species:S:1:pos:R:3:lowdin_charge:R:1
O 1.940 -0.379 1.159 -0.0952
C 2.286 -0.461 -0.238 -0.2702
C 1.101 -0.047 -1.019 0.0146
C 0.124 0.296 -0.370 -0.0266
C -1.056 0.564 0.367 -0.3130
C -2.233 0.350 -0.512 -0.1345
N -1.997 -0.527 0.615 0.0452
H 1.798 0.553 1.379 0.0851
H 3.141 0.181 -0.471 0.1094
H 2.550 -1.506 -0.411 0.1147
H -1.034 1.342 1.127 0.1444
H -1.973 -0.002 -1.508 0.1142
H -3.057 1.047 -0.442 0.1054
H -1.589 -1.413 0.323 0.1065
```

---

# 8
The following is a quantum chemistry calculation of one molecule with the formula C5H14SSi at a distorted geometry, from the Open Molecules 2025 dataset.

## Properties
LUMO level, eV: 0.775
Energy relative to the best compared isomer or geometry (same formula, charge and spin), kcal per mole: 4.2
SMILES: CC(C)[Si](C)(C)S
Frontier orbital gap, hartree: 0.361
Electronic energy, eV: -24125.388
Strongest force on any atom, hartree/bohr: 0.0606

```
21
Properties=species:S:1:pos:R:3:lowdin_charge:R:1
C -1.300 1.725 0.628 -0.1718
C -0.743 0.806 -0.431 -0.5391
C -1.929 -0.205 -0.596 -0.1368
Si 0.901 -0.098 -0.024 0.4056
C 0.903 -0.712 1.791 -0.1944
C 1.259 -1.504 -1.286 -0.2394
S 2.546 1.536 -0.302 0.3794
H -1.286 1.084 1.585 0.0742
H -0.509 2.462 0.904 0.0700
H -2.238 2.323 0.390 0.1023
H -0.683 1.345 -1.423 0.1147
H -1.969 -0.808 0.304 0.0652
H -1.597 -0.917 -1.417 0.0760
H -2.810 0.387 -0.817 0.0701
H 0.575 -1.745 1.853 0.0210
H 1.865 -0.684 2.220 -0.0017
H 0.124 -0.044 2.332 0.0497
H 1.075 -1.087 -2.310 0.0331
H 2.232 -2.132 -1.259 0.0563
H 0.470 -2.332 -1.115 0.0447
H 3.116 0.601 -1.025 -0.2789
```

---

# 9
The following is a quantum chemistry calculation of one molecule with the formula C4H7NO2, from the Open Molecules 2025 dataset.

## Properties
LUMO level, eV: 0.817
Energy relative to the best compared isomer or geometry (same formula, charge and spin), kcal per mole: 31.9
SMILES: NC(=O)C[C@H]1CO1
Frontier orbital gap, hartree: 0.397
Electronic energy, eV: -9845.898
Strongest force on any atom, hartree/bohr: 0.0091

```
14
Properties=species:S:1:pos:R:3:lowdin_charge:R:1
N 1.814 0.503 1.840 0.1509
C 0.600 0.563 1.224 -0.5375
O -0.245 1.389 1.515 0.0611
C 0.392 -0.482 0.147 -0.0737
C -1.039 -0.594 -0.305 -0.3008
C -1.509 0.136 -1.484 -0.1124
O -1.153 -1.230 -1.572 -0.0472
H 2.036 1.214 2.519 0.1085
H 2.546 -0.117 1.533 0.1006
H 0.753 -1.463 0.484 0.1300
H 0.988 -0.214 -0.734 0.1357
H -1.767 -0.919 0.443 0.1527
H -0.838 0.854 -1.968 0.1204
H -2.567 0.332 -1.621 0.1118
```

---

# 10
The following is a quantum chemistry calculation of a 2-piece molecular cluster, H4NS overall, from the Open Molecules 2025 dataset.

## Properties
LUMO level, eV: 4.854
Net charge: -1
Energy relative to the best compared isomer or geometry (same formula, charge and spin), kcal per mole: 2.0
Frontier orbital gap, hartree: 0.271
Electronic energy, eV: -12391.289
Strongest force on any atom, hartree/bohr: 0.0059

```
6
Properties=species:S:1:pos:R:3:lowdin_charge:R:1
N 0.778 0.174 -1.076 -0.0328
H 0.370 1.091 -0.928 -0.0182
H 0.233 -0.408 -0.430 -0.1303
H 0.530 -0.120 -2.014 -0.0272
S -0.751 -0.882 1.845 -0.2963
H -1.159 0.145 2.603 -0.4952
```